Computed, not measured: an isolated molecule of C3H3NO2 at a distorted geometry, with ωB97M-V/def2-TZVPD.

Properties
Energy   -321.29985 Ha
Orbital gap   11.3 eV

```
9
C3H3NO2 (ωB97M-V/def2-TZVPD)
C 0.0049 -0.1404 0.1064
C -1.8630 -0.0641 0.0367
C 1.4903 0.0768 -0.0286
N -0.8995 -0.8722 0.7059
O -3.0260 0.0598 -0.0876
O -0.9152 0.8270 -0.5628
H 1.5047 -0.4156 -0.9518
H 1.9979 -0.5647 0.7699
H 1.7060 1.0933 0.0120
```